[1]
DFT (ωB97M-V with the def2-TZVPD basis set) results for C39H39Cl4Ge2N6O4W as an isolated structure.

Cartesian coordinates (Å):
W (-0.73, -0.75, -0.21)
O (-2.86, 2.50, 6.82)
C (-1.93, 2.90, 5.94)
O (-1.06, 3.65, 6.27)
C (-2.00, 2.33, 4.55)
C (-1.47, 3.11, 3.52)
C (-1.44, 2.62, 2.23)
C (-1.93, 1.35, 1.99)
C (-2.43, 0.54, 3.00)
C (-2.47, 1.05, 4.29)
N (-1.96, 0.84, 0.63)
C (-2.93, 1.26, -0.10)
C (-3.10, 0.73, -1.44)
C (-4.08, 1.17, -2.30)
C (-4.16, 0.59, -3.56)
C (-3.26, -0.40, -3.91)
C (-2.30, -0.79, -2.99)
N (-2.22, -0.25, -1.77)
H (-3.58, 2.02, 6.39)
H (-1.08, 4.09, 3.76)
H (-1.04, 3.21, 1.42)
H (-2.80, -0.45, 2.77)
H (-2.86, 0.43, 5.09)
H (-3.64, 1.99, 0.29)
H (-4.76, 1.95, -1.99)
H (-4.93, 0.91, -4.26)
H (-3.29, -0.87, -4.88)
H (-1.57, -1.55, -3.22)
Cl (-1.88, -6.94, -2.86)
C (-1.96, -5.54, -1.91)
C (-2.96, -5.43, -0.89)
Cl (-4.06, -6.71, -0.66)
C (-3.05, -4.30, -0.11)
Cl (-4.23, -4.11, 1.11)
C (-2.12, -3.26, -0.31)
O (-2.12, -2.16, 0.38)
C (-1.11, -3.37, -1.32)
O (-0.30, -2.36, -1.43)
C (-1.05, -4.52, -2.12)
Cl (0.17, -4.60, -3.32)
C (-0.73, -3.01, 2.98)
Ge (0.67, -2.55, 1.69)
C (1.36, -4.03, 0.62)
C (2.26, -2.18, 2.86)
Ge (1.35, -0.07, 1.12)
C (3.00, -0.26, 0.14)
C (3.03, -1.04, -1.02)
C (4.21, -1.21, -1.72)
C (5.38, -0.61, -1.28)
C (5.37, 0.15, -0.12)
C (4.19, 0.32, 0.59)
C (1.50, 1.11, 2.63)
C (2.13, 2.35, 2.44)
C (2.25, 3.23, 3.50)
C (1.77, 2.88, 4.76)
C (1.14, 1.66, 4.95)
C (0.99, 0.78, 3.88)
H (-0.28, -3.68, 3.71)
H (-1.57, -3.51, 2.51)
H (-1.09, -2.12, 3.49)
H (2.26, -3.71, 0.11)
H (0.67, -4.46, -0.09)
H (1.62, -4.80, 1.35)
H (2.58, -3.20, 3.07)
H (2.00, -1.69, 3.79)
H (3.12, -1.68, 2.42)
H (2.13, -1.54, -1.37)
H (4.23, -1.83, -2.61)
H (6.31, -0.75, -1.82)
H (6.28, 0.61, 0.24)
H (4.20, 0.90, 1.51)
H (2.51, 2.62, 1.47)
H (2.74, 4.19, 3.36)
H (1.86, 3.57, 5.59)
H (0.76, 1.40, 5.93)
H (0.46, -0.15, 4.04)
C (0.75, 3.81, -4.97)
C (0.89, 2.35, -5.39)
C (-0.47, 1.66, -5.47)
C (1.86, 1.58, -4.50)
N (1.39, 1.48, -3.11)
C (1.55, 2.32, -2.08)
N (0.93, 1.84, -1.03)
N (0.39, 0.69, -1.47)
N (0.65, 0.46, -2.71)
H (0.15, 4.36, -5.70)
H (1.72, 4.30, -4.91)
H (0.25, 3.90, -4.01)
H (1.35, 2.32, -6.38)
H (-0.99, 1.70, -4.51)
H (-0.38, 0.61, -5.77)
H (-1.10, 2.17, -6.20)
H (2.83, 2.08, -4.45)
H (2.02, 0.56, -4.83)
H (2.11, 3.24, -2.12)

Computed properties:
Net charge: +2
Frontier orbital gap (spin up / spin down): 6.504 / 5.169 eV
LUMO (spin up / spin down): -6.4 / -7.7 eV
HOMO energy (spin up / spin down): -12.87 / -12.85 eV
2S+1: 4
⟨S²⟩: 3.780

In elementary charge units, the Löwdin charges are:
1 W 1.31
2 O 0.15
3 C -0.48
4 O 0.14
5 C -0.13
6 C 0.01
7 C 0.00
8 C -0.28
9 C -0.01
10 C 0.00
11 N -0.04
12 C -0.01
13 C -0.23
14 C 0.03
15 C 0.00
16 C 0.00
17 C -0.08
18 N -0.01
19 H 0.11
20 H 0.14
21 H 0.13
22 H 0.12
23 H 0.13
24 H 0.16
25 H 0.13
26 H 0.13
27 H 0.13
28 H 0.12
29 Cl 0.78
30 C -0.67
31 C -0.68
32 Cl 0.77
33 C -0.61
34 Cl 0.78
35 C -0.36
36 O -0.22
37 C -0.41
38 O -0.25
39 C -0.64
40 Cl 0.77
41 C -0.21
42 Ge 0.76
43 C -0.19
44 C -0.21
45 Ge 0.89
46 C -0.36
47 C -0.15
48 C -0.07
49 C -0.06
50 C -0.06
51 C -0.10
52 C -0.35
53 C -0.13
54 C -0.05
55 C -0.05
56 C -0.06
57 C -0.12
58 H 0.04
59 H 0.00
60 H 0.01
61 H 0.03
62 H 0.01
63 H 0.05
64 H 0.05
65 H 0.02
66 H 0.02
67 H 0.07
68 H 0.11
69 H 0.12
70 H 0.12
71 H 0.10
72 H 0.09
73 H 0.11
74 H 0.12
75 H 0.12
76 H 0.09
77 C -0.06
78 C -0.40
79 C -0.07
80 C -0.08
81 N -0.06
82 C -0.07
83 N 0.08
84 N -0.23
85 N 0.14
86 H 0.09
87 H 0.09
88 H 0.07
89 H 0.15
90 H 0.06
91 H 0.08
92 H 0.09
93 H 0.14
94 H 0.14
95 H 0.15

=====

[2]
DFT (ωB97M-V with the def2-TZVPD basis set) results for an isolated ion of composition C5H11N2 and charge +1 at a distorted geometry.

Cartesian coordinates (Å):
C (0.38, 1.30, 1.11)
C (-0.14, -1.13, 1.35)
C (-0.31, 1.40, -0.25)
C (-0.96, -0.95, 0.06)
C (0.80, -0.48, -1.74)
N (0.77, -0.10, 0.94)
N (0.09, -0.04, -0.58)
H (1.22, 2.01, 1.17)
H (-0.09, 1.34, 2.02)
H (-0.71, -0.83, 2.21)
H (0.12, -2.18, 1.31)
H (-1.42, 1.73, -0.17)
H (0.08, 2.00, -1.00)
H (-1.01, -1.95, -0.56)
H (-1.88, -0.55, 0.31)
H (1.58, -1.11, -1.54)
H (0.20, -0.95, -2.41)
H (1.26, 0.49, -2.25)

Computed properties:
Net charge: +1
Frontier orbital gap (spin up / spin down): 8.693 / 9.262 eV
LUMO (spin up / spin down): -2.7 / -6.6 eV
HOMO energy (spin up / spin down): -11.36 / -15.88 eV
2S+1: 3
⟨S²⟩: 2.008

In elementary charge units, the Löwdin charges are:
1 C -0.07
2 C -0.09
3 C -0.03
4 C -0.04
5 C 0.00
6 N 0.10
7 N -0.22
8 H 0.15
9 H 0.10
10 H 0.12
11 H 0.14
12 H 0.17
13 H 0.10
14 H 0.17
15 H 0.10
16 H 0.07
17 H 0.06
18 H 0.16

=====

[3]
DFT (ωB97M-V with the def2-TZVPD basis set) results for C48H108F2KN7O4S2 as an isolated structure at a distorted geometry.

Cartesian coordinates (Å):
K (-2.79, 0.03, 2.13)
C (7.31, 4.41, 4.04)
C (6.57, 3.08, 3.94)
C (5.09, 3.40, 3.79)
N (4.13, 2.25, 3.87)
C (2.71, 2.79, 3.86)
C (4.30, 1.22, 2.74)
C (4.93, 0.03, 3.41)
C (4.31, -0.05, 4.80)
C (4.26, 1.42, 5.17)
H (7.14, 4.92, 4.99)
H (7.22, 5.04, 3.16)
H (8.39, 4.30, 4.14)
H (6.80, 2.59, 4.89)
H (6.95, 2.43, 3.15)
H (4.93, 3.96, 2.87)
H (4.79, 4.01, 4.65)
H (2.03, 2.08, 3.38)
H (2.68, 3.62, 3.16)
H (2.44, 3.01, 4.88)
H (3.36, 0.98, 2.25)
H (5.00, 1.69, 2.05)
H (4.90, -0.90, 2.83)
H (6.01, 0.21, 3.45)
H (3.31, -0.48, 4.73)
H (5.03, -0.63, 5.37)
H (3.48, 1.67, 5.88)
H (5.24, 1.70, 5.56)
C (-5.27, 8.69, 3.36)
C (-5.15, 7.16, 3.48)
C (-3.92, 6.67, 2.74)
N (-3.51, 5.25, 3.15)
C (-4.68, 4.36, 3.41)
C (-2.65, 5.29, 4.37)
C (-1.23, 5.55, 3.86)
C (-1.24, 5.19, 2.36)
C (-2.61, 4.59, 2.13)
H (-5.01, 9.17, 4.31)
H (-6.27, 9.02, 3.13)
H (-4.56, 9.11, 2.64)
H (-6.05, 6.66, 3.12)
H (-5.09, 6.94, 4.55)
H (-3.04, 7.28, 2.94)
H (-4.22, 6.60, 1.70)
H (-5.40, 4.43, 2.60)
H (-5.16, 4.68, 4.33)
H (-4.31, 3.34, 3.53)
H (-2.77, 4.36, 4.92)
H (-2.88, 6.11, 5.05)
H (-0.51, 4.92, 4.39)
H (-0.90, 6.57, 4.01)
H (-0.48, 4.46, 2.09)
H (-0.98, 6.06, 1.75)
H (-2.50, 3.51, 2.35)
H (-3.06, 4.62, 1.14)
C (-2.41, 5.36, -2.89)
C (-2.68, 4.46, -4.13)
C (-4.11, 4.65, -4.58)
N (-4.55, 3.79, -5.74)
C (-6.01, 3.95, -5.97)
C (-3.81, 4.21, -6.96)
C (-3.77, 3.05, -7.93)
C (-3.51, 1.86, -6.95)
C (-4.16, 2.31, -5.64)
H (-2.54, 6.41, -3.12)
H (-1.40, 5.12, -2.57)
H (-3.04, 5.05, -2.05)
H (-2.43, 3.46, -3.79)
H (-1.94, 4.81, -4.84)
H (-4.25, 5.67, -4.95)
H (-4.80, 4.53, -3.75)
H (-6.29, 3.37, -6.84)
H (-6.21, 5.01, -6.16)
H (-6.58, 3.59, -5.12)
H (-4.16, 5.13, -7.45)
H (-2.78, 4.41, -6.68)
H (-4.69, 2.88, -8.47)
H (-2.93, 3.07, -8.62)
H (-3.94, 0.90, -7.21)
H (-2.42, 1.75, -6.93)
H (-5.12, 1.81, -5.73)
H (-3.85, 2.02, -4.64)
C (2.19, -3.14, 3.22)
C (2.71, -4.06, 4.33)
C (3.50, -5.25, 3.85)
N (4.08, -6.12, 4.95)
C (2.95, -6.93, 5.51)
C (4.75, -5.45, 6.10)
C (6.21, -5.19, 5.70)
C (6.50, -6.22, 4.61)
C (5.22, -6.99, 4.36)
H (1.71, -3.62, 2.36)
H (3.01, -2.72, 2.61)
H (1.62, -2.28, 3.54)
H (1.89, -4.31, 5.00)
H (3.31, -3.40, 4.97)
H (4.34, -4.88, 3.25)
H (2.93, -5.94, 3.24)
H (2.38, -6.26, 6.15)
H (3.36, -7.76, 6.06)
H (2.25, -7.28, 4.76)
H (4.82, -6.15, 6.94)
H (4.20, -4.58, 6.45)
H (6.87, -5.17, 6.57)
H (6.23, -4.15, 5.35)
H (7.24, -6.98, 4.87)
H (6.90, -5.75, 3.72)
H (5.05, -7.91, 4.92)
H (5.02, -7.19, 3.31)
C (-5.35, -5.74, -2.09)
C (-4.46, -4.58, -1.73)
C (-4.65, -3.42, -2.70)
N (-3.72, -2.23, -2.54)
C (-3.41, -1.98, -1.09)
C (-4.26, -0.99, -3.27)
C (-3.40, -0.70, -4.49)
C (-2.65, -2.04, -4.69)
C (-2.43, -2.51, -3.26)
H (-5.09, -6.24, -3.03)
H (-6.41, -5.47, -2.15)
H (-5.23, -6.55, -1.38)
H (-3.43, -4.97, -1.81)
H (-4.61, -4.30, -0.69)
H (-5.66, -3.05, -2.47)
H (-4.59, -3.72, -3.75)
H (-2.90, -1.04, -0.91)
H (-2.91, -2.87, -0.73)
H (-4.41, -1.99, -0.63)
H (-4.49, -0.15, -2.61)
H (-5.28, -1.29, -3.52)
H (-2.60, 0.04, -4.40)
H (-3.96, -0.52, -5.40)
H (-1.70, -1.94, -5.21)
H (-3.26, -2.71, -5.29)
H (-1.72, -1.79, -2.85)
H (-2.04, -3.52, -3.15)
C (0.81, -2.65, -6.48)
C (1.19, -3.57, -5.33)
C (2.30, -3.05, -4.45)
N (2.72, -4.00, -3.35)
C (3.47, -5.21, -3.86)
C (3.57, -3.27, -2.33)
C (3.11, -3.71, -0.93)
C (2.03, -4.77, -1.15)
C (1.54, -4.49, -2.56)
H (0.52, -1.68, -6.07)
H (-0.10, -3.04, -6.95)
H (1.60, -2.55, -7.22)
H (1.54, -4.52, -5.77)
H (0.31, -3.97, -4.81)
H (2.10, -2.10, -3.96)
H (3.22, -2.91, -5.03)
H (3.66, -5.86, -3.01)
H (4.41, -4.81, -4.25)
H (2.97, -5.66, -4.71)
H (4.62, -3.47, -2.55)
H (3.37, -2.21, -2.41)
H (4.00, -3.96, -0.36)
H (2.69, -2.88, -0.36)
H (2.49, -5.76, -1.05)
H (1.26, -4.76, -0.39)
H (1.03, -5.33, -3.03)
H (0.79, -3.70, -2.60)
N (-0.92, 0.17, 0.23)
S (0.42, -0.72, -0.28)
O (1.47, -0.72, 0.67)
O (0.77, -0.73, -1.66)
F (-0.26, -2.16, -0.15)
S (-0.39, 1.61, -0.30)
O (-0.46, 1.74, -1.71)
O (0.66, 2.26, 0.39)
F (-1.75, 2.41, 0.13)

Computed properties:
Net charge: +6
Frontier orbital gap: 9.261 eV
LUMO: -12.2 eV
HOMO energy: -21.46 eV

Atom charges from the Löwdin analysis, given in e for atoms 1 to 99:
1 K 0.89
2 C -0.08
3 C -0.23
4 C -0.13
5 N -0.23
6 C 0.02
7 C -0.08
8 C -0.16
9 C -0.13
10 C -0.07
11 H 0.09
12 H 0.09
13 H 0.10
14 H 0.11
15 H 0.12
16 H 0.15
17 H 0.15
18 H 0.09
19 H 0.11
20 H 0.10
21 H 0.12
22 H 0.14
23 H 0.12
24 H 0.12
25 H 0.11
26 H 0.13
27 H 0.13
28 H 0.12
29 C -0.06
30 C -0.23
31 C -0.09
32 N -0.27
33 C 0.02
34 C -0.09
35 C -0.12
36 C -0.14
37 C -0.13
38 H 0.09
39 H 0.09
40 H 0.08
41 H 0.11
42 H 0.11
43 H 0.14
44 H 0.15
45 H 0.12
46 H 0.12
47 H 0.09
48 H 0.14
49 H 0.15
50 H 0.11
51 H 0.13
52 H 0.10
53 H 0.13
54 H 0.11
55 H 0.13
56 C -0.08
57 C -0.22
58 C -0.12
59 N -0.26
60 C 0.04
61 C -0.12
62 C -0.11
63 C -0.13
64 C -0.11
65 H 0.09
66 H 0.08
67 H 0.06
68 H 0.10
69 H 0.12
70 H 0.15
71 H 0.14
72 H 0.12
73 H 0.12
74 H 0.12
75 H 0.16
76 H 0.13
77 H 0.13
78 H 0.13
79 H 0.11
80 H 0.12
81 H 0.12
82 H 0.10
83 C -0.10
84 C -0.22
85 C -0.11
86 N -0.26
87 C 0.03
88 C -0.11
89 C -0.12
90 C -0.13
91 C -0.06
92 H 0.07
93 H 0.06
94 H 0.07
95 H 0.12
96 H 0.10
97 H 0.14
98 H 0.14
99 H 0.11